Computed, not measured: a 7-piece molecular cluster, C35H40N6O3 overall at a distorted geometry, with the ωB97M-V functional and the def2-TZVPD basis.

The lowest unoccupied orbital energy comes out at 0.326 eV. Its largest force on an atom is 0.18265 Eh/bohr. The calculation puts the HOMO energy at -9.69 eV. As for the SMILES: CC(C)COC(=O)O.c1ccncc1.c1ccncc1.c1ccncc1.c1ccncc1.c1ccncc1.c1ccncc1. The charge is 0.

Last columns: bonded neighbours and bond lengths (Å).
CARTESIAN COORDINATES (ANGSTROEM)
1 C 5.393 -8.835 -2.822  C2 1.673, H9 1.176, H10 1.181, H11 1.194
2 C 4.835 -7.638 -3.849  C1 1.673, C3 1.671, C4 1.673, H12 1.170
3 C 4.877 -6.142 -3.105  C2 1.671, H13 1.175, H14 1.193, H15 1.190
4 C 3.270 -8.104 -4.212  C2 1.673, O5 1.485, H16 1.182, H17 1.193
5 O 2.588 -8.229 -2.899  C4 1.485, C6 1.471
6 C 1.228 -8.770 -3.042  O5 1.471, O7 1.361, O8 1.480
7 O 0.938 -10.008 -2.556  C6 1.361
8 O 0.115 -8.008 -3.651  C6 1.480, H18 1.020
9 H 6.569 -8.811 -2.788  C1 1.176
10 H 4.892 -8.703 -1.761  C1 1.181
11 H 5.034 -9.850 -3.337  C1 1.194
12 H 5.418 -7.630 -4.864  C2 1.170
13 H 5.114 -5.284 -3.873  C3 1.175
14 H 5.697 -6.226 -2.242  C3 1.193
15 H 3.800 -5.909 -2.657  C3 1.190
16 H 2.741 -7.336 -4.938  C4 1.182
17 H 3.401 -9.157 -4.758  C4 1.193
18 H -0.387 -7.568 -2.879  O8 1.020
19 N 4.433 -3.331 -0.613  C20 1.351, C24 1.351
20 C 3.116 -3.570 -0.429  N19 1.351, C21 1.386, H25 1.086
21 C 2.119 -2.655 -0.724  C20 1.386, C22 1.391, H26 1.084
22 C 2.492 -1.417 -1.237  C21 1.391, C23 1.391, H27 1.086
23 C 3.840 -1.141 -1.437  C22 1.391, C24 1.386, H28 1.084
24 C 4.765 -2.122 -1.114  N19 1.351, C23 1.386, H29 1.086
25 H 2.876 -4.549 -0.024  C20 1.086
26 H 1.076 -2.901 -0.558  C21 1.084
27 H 1.738 -0.673 -1.479  C22 1.086
28 H 4.164 -0.186 -1.834  C23 1.084
29 H 5.829 -1.956 -1.255  C24 1.086
30 N 3.475 -1.640 -5.891  C31 1.351, C35 1.351
31 C 4.145 -1.472 -7.052  N30 1.351, C32 1.386, H36 1.086
32 C 4.796 -0.300 -7.402  C31 1.386, C33 1.391, H37 1.084
33 C 4.755 0.768 -6.512  C32 1.391, C34 1.391, H38 1.086
34 C 4.071 0.626 -5.309  C33 1.391, C35 1.386, H39 1.084
35 C 3.454 -0.587 -5.046  N30 1.351, C34 1.386, H40 1.086
36 H 4.145 -2.332 -7.715  C31 1.086
37 H 5.322 -0.221 -8.347  C32 1.084
38 H 5.253 1.703 -6.753  C33 1.086
39 H 4.020 1.439 -4.594  C34 1.084
40 H 2.911 -0.748 -4.119  C35 1.086
41 N 1.228 1.774 -0.620  C42 1.351, C46 1.351
42 C 0.501 2.911 -0.687  N41 1.351, C43 1.386, H47 1.086
43 C -0.297 3.377 0.346  C42 1.386, C44 1.391, H48 1.084
44 C -0.358 2.631 1.518  C43 1.391, C45 1.391, H49 1.086
45 C 0.378 1.455 1.617  C44 1.391, C46 1.386, H50 1.084
46 C 1.151 1.073 0.532  N41 1.351, C45 1.386, H51 1.086
47 H 0.579 3.455 -1.623  C42 1.086
48 H -0.859 4.298 0.238  C43 1.084
49 H -0.974 2.964 2.349  C44 1.086
50 H 0.352 0.852 2.517  C45 1.084
51 H 1.746 0.165 0.562  C46 1.086
52 N -2.754 4.512 3.803  C53 1.351, C57 1.351
53 C -4.071 4.274 3.988  N52 1.351, C54 1.386, H58 1.086
54 C -5.069 5.189 3.693  C53 1.386, C55 1.391, H59 1.084
55 C -4.696 6.427 3.180  C54 1.391, C56 1.391, H60 1.086
56 C -3.347 6.703 2.980  C55 1.391, C57 1.386, H61 1.084
57 C -2.423 5.722 3.303  N52 1.351, C56 1.386, H62 1.086
58 H -4.312 3.295 4.393  C53 1.086
59 H -6.111 4.943 3.859  C54 1.084
60 H -5.449 7.170 2.938  C55 1.086
61 H -3.024 7.658 2.583  C56 1.084
62 H -1.358 5.888 3.162  C57 1.086
63 N -4.950 4.805 8.453  C64 1.351, C68 1.351
64 C -4.280 4.973 7.292  N63 1.351, C65 1.386, H69 1.086
65 C -3.629 6.145 6.942  C64 1.386, C66 1.391, H70 1.084
66 C -3.669 7.213 7.832  C65 1.391, C67 1.391, H71 1.086
67 C -4.354 7.070 9.035  C66 1.391, C68 1.386, H72 1.084
68 C -4.971 5.858 9.298  N63 1.351, C67 1.386, H73 1.086
69 H -4.280 4.113 6.629  C64 1.086
70 H -3.103 6.224 5.997  C65 1.084
71 H -3.172 8.148 7.591  C66 1.086
72 H -4.404 7.884 9.750  C67 1.084
73 H -5.514 5.697 10.225  C68 1.086
74 N -6.563 2.696 0.622  C75 1.351, C79 1.351
75 C -7.161 1.485 0.658  N74 1.351, C76 1.386, H80 1.086
76 C -6.473 0.284 0.598  C75 1.386, C77 1.391, H81 1.084
77 C -5.087 0.324 0.490  C76 1.391, C78 1.391, H82 1.086
78 C -4.442 1.556 0.448  C77 1.391, C79 1.386, H83 1.084
79 C -5.216 2.703 0.518  N74 1.351, C78 1.386, H84 1.086
80 H -8.244 1.506 0.740  C75 1.086
81 H -7.005 -0.660 0.634  C76 1.084
82 H -4.513 -0.597 0.439  C77 1.086
83 H -3.363 1.621 0.363  C78 1.084
84 H -4.760 3.689 0.493  C79 1.086